An isolated molecule of C5H11FO3S2 at a distorted geometry. Source: the Open Molecules 2025 dataset; level of theory: ωB97M-V/def2-TZVPD.

Output
- frontier orbital gap (eV) = 5.7
- HOMO (eV) = -6.25
- energy above the lowest of the compared OMol25 structures with the same formula, charge and spin (kcal/mol) = 0.0

```
22
C5H11FO3S2 ωB97M-V/def2-TZVPD
F -3.62 -0.33 3.08
S -2.69 -1.19 2.03
C -1.29 -0.23 2.08
C -0.21 -0.41 1.09
O -2.55 -2.47 2.68
O -3.39 -1.09 0.77
H -1.08 0.17 3.06
H 0.69 -0.06 1.62
H -0.12 -1.48 0.83
C 0.90 1.18 -2.64
S 0.95 -0.05 -1.37
C 2.48 0.27 -0.52
C -0.36 0.36 -0.22
O 0.87 -1.41 -1.89
H 0.99 2.17 -2.20
H 1.75 0.97 -3.32
H -0.05 1.08 -3.18
H 2.56 1.34 -0.30
H 2.51 -0.32 0.41
H 3.29 -0.04 -1.20
H -0.34 1.45 -0.07
H -1.29 0.09 -0.74
```

A structure of composition C22H31Cl3N3O3Pb at a distorted geometry. Source: the Open Molecules 2025 dataset; level of theory: ωB97M-V/def2-TZVPD.

Output
- frontier orbital gap (eV) = 5.3
- HOMO (eV) = -2.72
- energy above the lowest of the compared OMol25 structures with the same formula, charge and spin (kcal/mol) = 0.0
- charge = -1

```
63
C22H31Cl3N3O3Pb ωB97M-V/def2-TZVPD
O 0.33 0.81 -4.47
C -0.31 0.72 -5.49
C -0.05 1.64 -6.67
C 1.11 2.43 -6.64
H 1.88 2.23 -5.89
C 1.25 3.52 -7.50
H 2.11 4.18 -7.39
C 0.28 3.75 -8.49
H 0.38 4.61 -9.15
C -0.80 2.86 -8.63
H -1.54 3.02 -9.42
C -0.94 1.78 -7.75
H -1.76 1.05 -7.85
H -1.16 0.02 -5.71
C -2.76 2.12 -0.90
C -2.28 1.04 -0.05
H -3.66 2.60 -0.48
H -2.99 1.81 -1.93
H -1.97 2.89 -0.99
C -2.66 0.57 1.12
C -3.84 1.04 1.94
H -2.09 -0.19 1.65
H -4.41 1.85 1.45
H -3.52 1.40 2.93
H -4.54 0.22 2.14
Pb 0.06 0.31 -0.75
Cl 1.43 2.54 -0.93
Cl -0.89 -1.11 -2.82
H 4.06 0.16 -3.37
H 5.60 1.11 -1.77
C 3.24 0.17 -2.64
C 4.82 1.13 -1.00
N 3.80 0.15 -1.30
H 2.58 -0.69 -2.79
C 3.30 -0.62 -0.32
O 2.38 -1.44 -0.47
H 5.25 0.88 -0.03
H 3.78 -0.42 0.65
H 2.65 1.09 -2.77
H 4.39 2.14 -0.95
H -1.43 -5.57 1.33
H -0.32 -6.18 -0.96
C -1.93 -4.75 0.81
C -0.86 -5.33 -1.36
N -1.16 -4.34 -0.35
H -2.03 -3.89 1.48
C -0.66 -3.10 -0.48
O -0.76 -2.21 0.37
H -0.24 -4.85 -2.11
H -0.14 -2.96 -1.44
H -2.92 -5.10 0.51
H -1.75 -5.71 -1.85
Cl 0.67 2.81 5.27
C 0.79 1.33 4.40
C 1.11 0.14 5.07
C 1.25 -1.03 4.29
C 1.01 -0.93 2.91
N 0.70 0.20 2.31
C 0.58 1.32 3.01
H 1.25 0.15 6.15
H 1.52 -1.97 4.72
H 1.07 -1.83 2.29
H 0.30 2.24 2.48
```

A structure of composition C13H14N5STb at a distorted geometry. Source: the Open Molecules 2025 dataset; level of theory: ωB97M-V/def2-TZVPD.

Output
- frontier orbital gap (alpha / beta) (eV) = 6.8 / 7.2
- HOMO (alpha / beta) (eV) = -14.59 / -14.58
- spin multiplicity = 7
- charge = +2

```
34
C13H14N5STb ωB97M-V/def2-TZVPD
Tb -0.13 0.36 -0.37
N -2.29 -1.59 3.23
C -1.51 -1.18 2.25
S -2.22 0.08 1.21
N -0.32 -1.73 2.13
N 0.51 -1.33 1.16
C 1.68 -1.89 1.06
C 2.59 -1.48 0.00
C 3.86 -2.05 -0.09
C 4.71 -1.68 -1.13
C 4.26 -0.74 -2.05
C 2.99 -0.21 -1.90
N 2.16 -0.55 -0.90
H -3.21 -1.18 3.35
H -1.97 -2.31 3.86
H 1.99 -2.67 1.75
H 4.17 -2.78 0.64
H 5.69 -2.12 -1.21
H 4.88 -0.43 -2.88
H 2.62 0.51 -2.62
C -1.74 5.19 -4.75
C -1.42 4.20 -3.71
C -2.36 3.73 -2.78
C -2.01 2.75 -1.88
N -0.78 2.19 -1.82
C 0.15 2.68 -2.69
C -0.14 3.65 -3.62
H -2.75 5.58 -4.66
H -1.63 4.73 -5.73
H -1.04 6.03 -4.72
H -3.36 4.14 -2.76
H -2.75 2.37 -1.16
H 1.15 2.26 -2.62
H 0.64 3.99 -4.29
```

The ion C4H6NO3 with charge -1 at a distorted geometry. Source: the Open Molecules 2025 dataset; level of theory: ωB97M-V/def2-TZVPD.

Output
- frontier orbital gap (eV) = 6.1
- HOMO (eV) = -3.51
- energy above the lowest of the compared OMol25 structures with the same formula, charge and spin (kcal/mol) = 155.7
- charge = -1

```
14
C4H6NO3 ωB97M-V/def2-TZVPD
C 1.43 0.23 0.86
N 1.14 -1.14 -0.01
C 0.42 0.73 -1.49
C 0.35 -0.06 -0.23
C -1.37 -0.14 0.40
O -1.62 -1.60 0.20
O -2.09 0.68 -0.21
O 2.13 1.25 0.72
H 1.16 -0.02 1.89
H -0.74 -1.92 0.03
H 1.05 1.61 -1.47
H 0.78 0.12 -2.34
H -0.57 1.04 -1.78
H -1.44 -0.12 1.49
```

A cluster of 2 separate species, C5H15NO in total at a distorted geometry. Source: the Open Molecules 2025 dataset; level of theory: ωB97M-V/def2-TZVPD.

Output
- frontier orbital gap (alpha / beta) (eV) = 2.0 / 9.1
- HOMO (alpha / beta) (eV) = 1.30 / -5.89
- energy above the lowest of the compared OMol25 structures with the same formula, charge and spin (kcal/mol) = 62.6
- spin multiplicity = 2
- charge = -1

```
22
C5H15NO ωB97M-V/def2-TZVPD
C -0.50 1.55 -1.00
N 0.54 0.49 -0.64
C 0.14 -0.33 0.56
C 1.11 -1.44 0.88
C 0.80 -0.42 -1.87
C 0.29 2.64 -1.75
H -0.73 2.01 -0.02
H -1.45 1.14 -1.31
H -0.97 -0.71 0.56
H 0.30 0.43 1.49
H 1.05 -1.96 1.75
H 1.07 -2.20 0.10
H 2.16 -0.97 0.86
H 1.25 0.00 -2.68
H -0.05 -1.00 -2.11
H 1.65 -1.04 -1.32
H 1.26 2.85 -1.38
H 0.27 2.16 -2.86
H -0.33 3.44 -1.97
H -3.14 -2.23 3.65
H -2.42 -2.06 4.97
O -2.29 -2.35 4.09
```

A structure of composition C6H6NS at a distorted geometry. Source: the Open Molecules 2025 dataset; level of theory: ωB97M-V/def2-TZVPD.

Output
- frontier orbital gap (eV) = 7.2
- HOMO (eV) = -13.53
- energy above the lowest of the compared OMol25 structures with the same formula, charge and spin (kcal/mol) = 35.2
- charge = +1

```
14
C6H6NS ωB97M-V/def2-TZVPD
C 0.04 2.25 2.41
C 0.19 0.56 -1.24
C 0.16 0.07 0.08
C 1.14 1.49 -0.86
C 1.25 0.94 0.66
C -0.86 -0.59 0.86
N 0.96 1.71 1.77
S -1.02 2.92 3.32
H -0.31 0.22 -2.07
H 1.61 2.51 -1.23
H 2.34 0.46 0.82
H -0.57 -1.28 1.56
H -1.64 -1.15 0.27
H -1.29 0.32 1.47
```

A cluster of 4 separate species, C3H13O3S in total at a distorted geometry. Source: the Open Molecules 2025 dataset; level of theory: ωB97M-V/def2-TZVPD.

Output
- frontier orbital gap (eV) = 6.8
- HOMO (eV) = -3.04
- energy above the lowest of the compared OMol25 structures with the same formula, charge and spin (kcal/mol) = 38.3
- charge = -1

```
20
C3H13O3S ωB97M-V/def2-TZVPD
C 2.24 0.85 0.41
C 1.83 -0.57 -0.07
C 0.31 -0.85 -0.23
S -0.25 -1.75 1.39
H 3.05 1.37 -0.19
H 2.78 0.81 1.36
H 1.30 1.46 0.57
H 2.43 -1.04 -0.90
H 2.00 -1.23 0.77
H 0.09 -1.51 -1.11
H -0.20 0.08 -0.47
H -0.83 -1.06 -2.83
H -1.73 -0.07 -2.09
O -1.25 -0.14 -2.88
H -0.82 0.64 2.15
H -0.93 2.05 1.52
O -1.38 1.48 2.12
H -2.61 0.26 0.81
H -3.22 -0.87 -0.13
O -2.82 0.09 -0.20
```

A structure of composition C33H37ClMoN3Sb2Se2SiTe2 at a distorted geometry. Source: the Open Molecules 2025 dataset; level of theory: ωB97M-V/def2-TZVPD.

Output
- frontier orbital gap (alpha / beta) (eV) = 6.0 / 5.8
- HOMO (alpha / beta) (eV) = -4.46 / -4.44
- spin multiplicity = 3
- charge = -1

```
82
C33H37ClMoN3Sb2Se2SiTe2 ωB97M-V/def2-TZVPD
Mo 1.89 -1.57 1.74
Se 1.24 -1.75 4.09
Te 2.00 -4.07 4.84
Te 4.55 -3.73 4.02
Se 4.22 -3.05 1.63
C -1.60 -1.62 -0.13
C -2.21 -0.23 -0.02
C -1.94 0.38 1.35
Sb 0.18 0.70 1.70
C -0.12 2.10 3.29
C -1.02 3.15 3.15
C -1.23 4.03 4.20
C -0.55 3.86 5.40
C 0.35 2.82 5.54
C 0.56 1.94 4.49
C 0.39 2.00 0.02
C 0.43 1.41 -1.24
C 0.60 2.18 -2.38
C 0.72 3.55 -2.27
C 0.68 4.16 -1.02
C 0.52 3.38 0.12
Sb -1.46 -2.59 -2.07
C -1.54 -0.84 -3.32
C -2.54 0.13 -3.26
C -2.46 1.28 -4.03
C -1.38 1.48 -4.87
C -0.38 0.53 -4.95
C -0.46 -0.63 -4.18
C -3.57 -3.05 -2.13
C -4.40 -2.70 -3.19
C -5.75 -3.04 -3.19
C -6.28 -3.76 -2.13
C -5.46 -4.15 -1.07
C -4.11 -3.80 -1.08
H -2.12 -2.32 0.52
H -0.56 -1.60 0.21
H -3.29 -0.28 -0.17
H -1.81 0.43 -0.78
H -2.30 -0.24 2.17
H -2.41 1.37 1.43
H -1.56 3.29 2.22
H -1.93 4.85 4.09
H -0.71 4.55 6.22
H 0.88 2.68 6.48
H 1.26 1.12 4.61
H 0.35 0.33 -1.34
H 0.65 1.69 -3.35
H 0.86 4.16 -3.16
H 0.78 5.23 -0.93
H 0.53 3.86 1.09
H -3.40 -0.02 -2.62
H -3.25 2.02 -3.97
H -1.31 2.39 -5.46
H 0.48 0.68 -5.60
H 0.33 -1.37 -4.25
H -4.00 -2.14 -4.03
H -6.38 -2.75 -4.01
H -7.33 -4.03 -2.12
H -5.86 -4.72 -0.25
H -3.48 -4.11 -0.26
C 5.07 -0.06 0.22
Si 3.90 0.01 1.70
C 3.40 1.86 1.61
C 4.98 -0.07 3.26
H 5.84 0.71 0.33
H 4.55 0.15 -0.72
H 5.57 -1.02 0.12
H 4.30 2.48 1.71
H 2.70 2.18 2.39
H 2.95 2.07 0.64
H 5.54 0.86 3.37
H 5.69 -0.89 3.17
H 4.40 -0.23 4.17
N 1.98 -1.40 -0.28
C 2.16 -1.43 -1.44
N 2.22 -1.55 -2.69
C 2.80 -0.86 -3.63
N 3.26 -0.30 -4.54
Cl -0.37 -4.02 1.63
C 1.38 -3.70 1.25
H 1.47 -3.85 0.18
H 1.93 -4.48 1.76
```

An isolated molecule of CN2O2S at a distorted geometry. Source: the Open Molecules 2025 dataset; level of theory: ωB97M-V/def2-TZVPD.

Output
- frontier orbital gap (alpha / beta) (eV) = 6.3 / 7.2
- HOMO (alpha / beta) (eV) = -7.56 / -13.00
- energy above the lowest of the compared OMol25 structures with the same formula, charge and spin (kcal/mol) = 111.7
- spin multiplicity = 3

```
6
CN2O2S ωB97M-V/def2-TZVPD
C -1.57 -0.26 0.09
N -2.58 0.27 -0.03
N -0.10 -1.02 -0.06
O 2.35 -0.43 0.02
O 0.87 1.41 -0.02
S 1.03 0.02 0.00
```

A cluster of 2 separate species, C4H12 in total at a distorted geometry. Source: the Open Molecules 2025 dataset; level of theory: ωB97M-V/def2-TZVPD.

Output
- frontier orbital gap (eV) = 11.9
- HOMO (eV) = -10.78
- energy above the lowest of the compared OMol25 structures with the same formula, charge and spin (kcal/mol) = 43.9
- SMILES = CC.CC

```
16
C4H12 ωB97M-V/def2-TZVPD
C -0.98 0.05 1.05
C -1.70 -1.17 1.63
H -1.37 0.91 1.53
H 0.06 0.06 1.50
H -0.71 0.23 0.01
H -2.20 -1.12 2.55
H -1.03 -1.94 1.44
H -2.38 -1.22 0.79
C 0.70 0.82 -1.79
C 1.88 0.34 -0.93
H 1.04 0.87 -2.88
H -0.06 -0.03 -1.58
H 0.19 1.73 -1.30
H 2.76 0.46 -1.47
H 1.92 0.86 0.03
H 1.89 -0.84 -0.56
```

An isolated molecule of C4H4N4O at a distorted geometry. Source: the Open Molecules 2025 dataset; level of theory: ωB97M-V/def2-TZVPD.

Output
- frontier orbital gap (eV) = 8.7
- HOMO (eV) = -9.43
- energy above the lowest of the compared OMol25 structures with the same formula, charge and spin (kcal/mol) = 127.1
- SMILES = O/N=c1/ccnnnc1

```
13
C4H4N4O ωB97M-V/def2-TZVPD
O -2.63 -0.47 -0.73
N -1.82 0.57 -0.43
C -0.71 0.36 0.12
C 0.33 1.35 0.21
C 1.59 1.04 -0.13
N 2.02 -0.13 -0.77
N 1.58 -1.30 -0.74
N 0.67 -1.74 0.30
C -0.35 -1.03 0.60
H -2.25 -1.26 -0.26
H 0.09 2.38 0.44
H 2.46 1.68 0.05
H -0.98 -1.46 1.34
```

A structure of composition C34H46Cl3N3O9SiYb at a distorted geometry. Source: the Open Molecules 2025 dataset; level of theory: ωB97M-V/def2-TZVPD.

Output
- frontier orbital gap (alpha / beta) (eV) = 7.6 / 6.3
- HOMO (alpha / beta) (eV) = -9.64 / -9.63
- spin multiplicity = 2
- charge = +1

```
97
C34H46Cl3N3O9SiYb ωB97M-V/def2-TZVPD
Yb 0.54 -1.32 -0.53
C -2.33 -1.91 -2.11
C -1.38 -3.04 -2.57
O 0.02 -2.66 -2.46
C 0.68 -2.66 -3.75
C 2.13 -2.15 -3.51
O 2.09 -0.91 -2.82
C 3.39 -0.67 -2.27
C 3.44 -0.65 -0.75
O 2.76 -1.83 -0.31
C 3.53 -3.06 -0.29
C 2.60 -4.28 -0.42
O 1.58 -4.23 0.60
C 1.38 -5.47 1.37
C -0.52 -3.73 2.19
O -0.96 -2.83 1.12
C -2.40 -2.64 1.05
C -2.66 -1.38 0.24
O -1.75 -1.32 -0.94
H -3.27 -2.45 -1.92
H -2.50 -1.12 -2.85
H -1.68 -3.26 -3.62
H -1.47 -3.90 -1.90
H 0.14 -1.98 -4.41
H 0.61 -3.70 -4.16
H 2.65 -2.08 -4.50
H 2.62 -2.89 -2.90
H 3.70 0.31 -2.65
H 4.09 -1.37 -2.65
H 2.88 0.20 -0.34
H 4.52 -0.58 -0.42
H 4.13 -3.11 0.66
H 4.18 -3.13 -1.13
H 3.19 -5.21 -0.31
H 2.10 -4.31 -1.40
H 2.03 -5.46 2.27
H 1.66 -6.31 0.73
H 0.51 -3.41 2.41
H -1.20 -3.52 3.04
H -2.76 -2.43 2.12
H -2.83 -3.54 0.61
H -2.43 -0.50 0.85
H -3.72 -1.27 -0.06
C -4.69 5.27 -0.46
O -3.40 4.54 -0.32
C -2.59 4.93 0.69
C -2.88 5.90 1.67
C -1.98 6.21 2.69
C -0.71 5.54 2.75
C -0.42 4.52 1.86
C -1.41 4.18 0.88
N -1.15 3.16 -0.08
C -0.51 1.98 0.18
N -0.51 1.60 1.51
C 0.14 0.56 2.16
C 1.11 -0.23 1.63
C 1.92 -0.94 2.52
C 1.61 -1.02 3.88
C 0.51 -0.29 4.43
C -0.26 0.50 3.57
O -1.12 1.44 4.02
C -1.68 1.32 5.36
N -0.04 1.14 -0.75
C 0.05 1.66 -2.06
C -1.06 1.68 -2.92
C -1.03 2.34 -4.13
C 0.15 2.90 -4.60
C 1.30 2.78 -3.83
C 1.30 2.23 -2.53
O 2.32 2.30 -1.66
C 3.39 3.28 -1.86
H -5.04 5.02 -1.42
H -4.52 6.36 -0.42
H -5.37 5.04 0.38
H -3.81 6.47 1.59
H -2.16 7.06 3.41
H 0.05 5.88 3.46
H 0.50 3.95 1.83
H -1.58 3.28 -1.00
H -0.93 2.27 2.14
H 2.82 -1.43 2.15
H 2.28 -1.56 4.57
H 0.38 -0.28 5.51
H -2.03 0.32 5.60
H -2.55 2.02 5.29
H -0.98 1.67 6.18
H -2.03 1.38 -2.46
H -1.95 2.42 -4.77
H 0.32 3.23 -5.63
H 2.21 3.23 -4.26
H 4.00 3.28 -0.96
H 2.97 4.29 -2.01
H 4.05 2.94 -2.69
Cl -0.12 -6.89 3.54
Si -0.61 -5.66 1.89
Cl -0.86 -6.16 -0.15
Cl -2.67 -5.87 2.36
```